[1]
Here is a single C5H6O molecule from the Open Molecules 2025 dataset. Energies are from wB97M-V/def2-TZVPD.

LUMO energy in eV: 0.89
E_tot in Eh: -269.28816
Energy relative to the best compared isomer or geometry (same formula, charge and spin) in kcal per mole: 36.4
SMILES string: C#CCC(C)=O
Maximum force in eV/A: 0.6
HOMO-LUMO gap in hartree: 0.38816

Structure (ORCA input):
```
! wB97M-V def2-TZVPD RIJCOSX def2/J DEFGRID3
* xyz 0 1
C 2.19 0.00 1.05
C 1.45 -0.37 0.18
C 0.43 -0.81 -0.78
C -0.94 -0.50 -0.17
C -1.28 0.96 0.05
O -1.69 -1.39 0.17
H 2.85 0.32 1.84
H 0.54 -0.27 -1.73
H 0.50 -1.88 -0.97
H -2.36 1.09 0.04
H -0.81 1.60 -0.71
H -0.90 1.27 1.03
*
```


[2]
Here is a molecular structure, C12H10BBrF12INO4PtS in a non-equilibrium geometry from the Open Molecules 2025 dataset. Energies are from wB97M-V/def2-TZVPD.

LUMO energy in eV: -11.71
E_tot in Eh: -5430.58360
Maximum force in eV/A: 2.5
HOMO-LUMO gap in hartree: 0.14604

Structure (ORCA input):
```
! wB97M-V def2-TZVPD RIJCOSX def2/J DEFGRID3
* xyz 2 1
C -3.24 -1.08 3.46
C -2.51 -0.28 2.64
C -1.12 -0.56 2.10
C -1.02 -0.48 0.56
C -0.93 -1.92 -0.05
I -2.40 -3.29 0.61
S 0.70 -2.59 0.13
O 0.88 -3.70 -0.72
O 0.98 -3.05 1.55
O 1.66 -1.46 -0.35
C 1.50 -0.06 -0.01
Br 2.15 0.04 1.87
C 2.62 0.64 -0.91
F 2.70 -0.13 -2.02
F 2.30 1.87 -1.28
C 4.10 0.67 -0.37
F 4.28 1.61 0.54
F 4.49 -0.53 0.04
F 4.84 0.99 -1.43
C 0.04 0.45 -0.10
B -0.13 1.91 0.69
N 0.97 2.82 0.94
O -1.43 2.16 1.03
C -0.51 0.91 -1.52
F -0.22 2.22 -1.69
F -1.88 0.89 -1.46
C -0.15 0.17 -2.87
F 0.29 -1.09 -2.66
F 0.76 0.90 -3.51
C -1.36 0.06 -3.86
F -0.87 -0.47 -4.96
F -2.29 -0.77 -3.38
F -1.85 1.25 -4.14
H -4.27 -1.30 3.19
H -2.88 -1.50 4.39
H -2.86 0.71 2.35
H -0.92 -1.59 2.46
H -0.49 0.14 2.67
H -2.02 -0.16 0.27
H -1.09 -1.81 -1.12
H 1.36 2.74 1.87
H 0.75 3.80 0.77
H -1.64 3.10 0.97
Pt 0.71 -2.22 3.32
*
```


[3]
Here is a single C5H8Cl2N3P molecule in a non-equilibrium geometry from the Open Molecules 2025 dataset. Energies are from wB97M-V/def2-TZVPD.

LUMO energy in eV: 0.59
E_tot in Eh: -1621.33768
Energy relative to the best compared isomer or geometry (same formula, charge and spin) in kcal per mole: 5.3
SMILES string: Cn1ccn(C)c1=NP(Cl)Cl
Maximum force in eV/A: 6.6
HOMO-LUMO gap in hartree: 0.30794

Structure (ORCA input):
```
! wB97M-V def2-TZVPD RIJCOSX def2/J DEFGRID3
* xyz 0 1
C 0.64 -2.15 -1.13
N 0.86 -0.89 -0.43
C 2.12 -0.29 -0.20
C 1.76 0.80 0.48
N 0.41 0.96 0.55
C -0.21 2.10 1.19
C -0.12 -0.15 0.03
N -1.44 -0.87 -0.01
P -2.79 0.02 0.32
Cl -3.24 0.86 -1.54
Cl -3.98 -1.53 0.39
H 0.87 -2.96 -0.42
H -0.42 -2.26 -1.35
H 1.22 -2.22 -2.06
H 3.14 -0.47 -0.72
H 2.37 1.70 0.84
H -1.08 1.87 1.82
H 0.51 2.62 1.82
H -0.62 2.86 0.41
*
```


[4]
Here is a molecular structure, C5H11NO2 in a non-equilibrium geometry from the Open Molecules 2025 dataset. Energies are from wB97M-V/def2-TZVPD.

LUMO energy in eV: 0.69
E_tot in Eh: -402.22673
Energy relative to the best compared isomer or geometry (same formula, charge and spin) in kcal per mole: 95.0
Maximum force in eV/A: 6.6
HOMO-LUMO gap in hartree: 0.32286

Structure (ORCA input):
```
! wB97M-V def2-TZVPD RIJCOSX def2/J DEFGRID3
* xyz 0 1
C 0.57 -0.38 -0.61
C 0.23 0.12 0.69
C 2.40 -0.89 -0.08
C -2.49 0.13 -0.42
C -1.40 0.95 0.21
O -0.04 -1.52 -1.07
O 0.92 1.18 1.27
N -1.59 2.15 0.55
H 0.00 -2.21 -0.39
H 1.62 1.49 0.67
H 0.70 0.35 -1.40
H -0.07 -0.63 1.42
H -0.78 2.56 1.02
H 2.63 -1.07 0.97
H 3.06 -0.14 -0.51
H 2.54 -1.85 -0.59
H -2.58 -0.83 0.10
H -3.45 0.64 -0.34
H -2.28 -0.03 -1.48
*
```


[5]
Here is a single C6H8 molecule in a non-equilibrium geometry from the Open Molecules 2025 dataset. Energies are from wB97M-V/def2-TZVPD.

LUMO energy in eV: 1.14
E_tot in Eh: -233.35202
Energy relative to the best compared isomer or geometry (same formula, charge and spin) in kcal per mole: 21.9
SMILES string: CC1C=CC=C1
Maximum force in eV/A: 2.5
HOMO-LUMO gap in hartree: 0.35428

Structure (ORCA input):
```
! wB97M-V def2-TZVPD RIJCOSX def2/J DEFGRID3
* xyz 0 1
C -1.19 1.06 0.07
C -0.26 0.25 -0.85
C 1.09 0.58 -0.25
C 1.50 -0.43 0.52
C 0.52 -1.51 0.47
C -0.50 -1.13 -0.32
H -1.25 2.13 -0.07
H -2.22 0.65 0.10
H -0.44 1.00 0.92
H -0.33 0.36 -1.94
H 1.55 1.55 -0.39
H 2.37 -0.44 1.17
H 0.59 -2.43 1.03
H -1.45 -1.64 -0.46
*
```


[6]
Here is 2 unconnected molecules or ions with the total composition C5H14 in a non-equilibrium geometry from the Open Molecules 2025 dataset. Energies are from wB97M-V/def2-TZVPD.

LUMO energy in eV: 1.11
E_tot in Eh: -198.83305
Energy relative to the best compared isomer or geometry (same formula, charge and spin) in kcal per mole: 35.2
SMILES string: CCC.CC
Maximum force in eV/A: 4.0
HOMO-LUMO gap in hartree: 0.43427

Structure (ORCA input):
```
! wB97M-V def2-TZVPD RIJCOSX def2/J DEFGRID3
* xyz 0 1
C 1.01 -2.36 -0.05
C 0.03 -1.13 -0.18
C -1.45 -1.30 -0.31
H 1.95 -1.96 0.28
H 0.72 -2.98 0.73
H 1.04 -2.81 -1.07
H 0.46 -0.46 -1.14
H 0.22 -0.35 0.61
H -1.91 -1.45 0.76
H -1.86 -2.05 -1.13
H -1.80 -0.29 -0.58
C 0.90 2.05 0.53
C -0.48 2.51 0.02
H 1.78 2.74 0.42
H 0.81 1.73 1.50
H 1.23 1.27 -0.11
H -0.51 3.45 -0.51
H -0.90 1.83 -0.76
H -1.21 2.70 0.92
*
```


[7]
Here is 2 unconnected molecules or ions with the total composition C6H12N2 in a non-equilibrium geometry from the Open Molecules 2025 dataset. Energies are from wB97M-V/def2-TZVPD.

LUMO energy in eV: 0.88
E_tot in Eh: -345.25171
Energy relative to the best compared isomer or geometry (same formula, charge and spin) in kcal per mole: 47.8
SMILES string: Cc1c[nH]cn1.CC
Maximum force in eV/A: 4.7
HOMO-LUMO gap in hartree: 0.35614

Structure (ORCA input):
```
! wB97M-V def2-TZVPD RIJCOSX def2/J DEFGRID3
* xyz 0 1
C -1.91 -2.50 0.49
C -1.79 -1.13 0.05
C -2.01 -0.53 -1.10
N -1.75 0.88 -0.97
C -1.07 1.00 0.21
N -1.02 -0.14 0.85
H -1.08 -3.05 -0.06
H -2.86 -2.90 0.36
H -1.64 -2.52 1.64
H -2.43 -0.89 -2.05
H -1.91 1.58 -1.82
H -0.60 1.87 0.59
C 2.67 0.27 0.29
C 2.27 1.77 0.19
H 2.92 0.01 1.43
H 2.19 -0.43 -0.37
H 3.67 0.23 -0.09
H 2.92 2.47 -0.41
H 1.32 1.82 -0.51
H 2.09 2.19 1.27
*
```


[8]
Here is 2 unconnected molecules or ions with the total composition C5H11NO2 in a non-equilibrium geometry from the Open Molecules 2025 dataset. Energies are from wB97M-V/def2-TZVPD.

LUMO energy (alpha / beta) in eV: 3.61 / 1.96
E_tot in Eh: -402.25597
Energy relative to the best compared isomer or geometry (same formula, charge and spin) in kcal per mole: 43.7
⟨S²⟩: 0.77
Maximum force in eV/A: 2.5
HOMO-LUMO gap (alpha / beta) in hartree: 0.25236 / 0.19107

Structure (ORCA input):
```
! wB97M-V def2-TZVPD RIJCOSX def2/J DEFGRID3
* xyz -1 2
O 2.79 0.04 -0.01
C 2.37 0.75 -0.94
C 1.02 0.90 -1.30
C -0.05 -0.15 -1.12
C -0.11 -1.17 0.01
C -0.05 0.54 1.87
N -0.67 -0.65 1.31
H 3.20 1.25 -1.46
H -0.74 0.91 2.63
H 0.78 1.47 -2.20
H -0.98 0.43 -1.02
H -0.14 -0.73 -2.05
H 0.83 -1.65 0.29
H -0.87 -1.92 -0.18
H 0.24 1.32 1.16
H 0.87 0.21 2.38
H -1.71 -0.52 1.12
H -3.82 -0.66 -0.40
O -2.96 -0.36 -0.10
*
```